{"formula": "C9H13O7PPt", "method": "ωB97M-V/def2-TZVPD", "homo_lumo_gap_ev": [7.174, 4.819], "lumo_energy_ev": [-7.831, -11.979], "charge": 2, "largest_force_ev_per_a": 7.14, "spin_multiplicity": 3, "energy_ev": -36390.9433, "de_lowest_ev": 0.9307, "elements": ["Pt", "C", "O", "C", "O", "C", "O", "C", "O", "C", "H", "H", "C", "H", "H", "C", "O", "P", "O", "C", "O", "C", "H", "H", "H", "H", "H", "H", "H", "H", "H"], "coordinates": [[-0.06034, 2.06157, -0.42273], [0.12923, 3.24796, 1.10440], [0.19878, 3.71437, 2.15964], [-0.06267, 3.32591, -2.07123], [-0.19200, 3.94901, -3.02452], [-1.92244, 1.53805, -0.46975], [-2.87774, 0.92354, -0.63893], [1.77389, 1.45787, -0.71064], [2.71835, 0.91716, -1.07808], [-0.24169, -0.90363, -3.45703], [0.70919, -1.39982, -3.26071], [-1.16618, -1.38307, -3.12303], [-0.24585, 0.36530, -3.88095], [-1.15938, 0.97155, -3.82667], [0.69722, 0.92470, -3.97887], [0.08942, -2.81564, -0.14429], [-0.58877, -1.53608, 0.14889], [-0.00676, -0.11181, 0.64523], [-0.81750, 0.14771, 2.03169], [-1.52928, -0.83552, 2.82323], [1.50234, -0.37537, 1.20114], [1.79116, -0.39207, 2.62764], [1.17909, -2.68043, -0.24928], [-0.32887, -3.17651, -1.09742], [-0.14841, -3.52977, 0.66427], [-2.58476, -0.60652, 2.68259], [-1.33956, -1.88851, 2.57112], [-1.21889, -0.67174, 3.85860], [1.62078, 0.57402, 3.12573], [1.22620, -1.18533, 3.13802], [2.85545, -0.62689, 2.65194]], "atomic_forces_ev_per_a": [[0.0, 0.4, -1.5], [0.3, 2.2, 5.9], [-0.2, -1.5, -4.3], [-0.5, 3.3, -4.3], [0.4, -2.0, 3.1], [-6.3, -2.2, -0.7], [2.7, 1.8, 0.6], [6.6, -2.0, -1.8], [-2.9, 1.7, 1.0], [0.0, -0.3, 1.2], [-0.3, -0.2, -0.4], [0.3, -0.1, -0.5], [0.2, 1.7, 1.4], [0.2, -0.4, -0.7], [-0.4, -0.4, -0.6], [0.1, -0.1, -0.3], [0.6, 1.2, 0.0], [0.2, -4.4, 4.5], [0.6, 0.3, -2.1], [-0.4, -0.2, 0.5], [-1.5, 0.6, -1.0], [0.5, -0.4, 0.5], [-0.5, 0.0, 0.2], [0.1, 0.2, 0.5], [0.1, 0.5, -0.4], [0.0, -0.2, 0.2], [0.2, 0.5, -0.3], [-0.2, 0.1, -0.2], [-0.1, -0.3, -0.4], [0.2, 0.3, -0.3], [-0.2, 0.0, 0.2]], "lowdin_spin": [0.872, 0.107, 0.012, 0.087, 0.013, 0.110, 0.032, 0.128, 0.027, 0.148, 0.004, 0.004, 0.112, -0.002, -0.002, 0.009, 0.090, 0.184, 0.024, 0.002, 0.026, 0.005, 0.001, 0.000, 0.004, 0.000, 0.001, 0.001, 0.000, 0.000, 0.001]}